1.
{
  "formula": "C22H28F16N2O4",
  "method": "ωB97M-V/def2-TZVPD",
  "e_homo_ev": -10.24,
  "total_energy_ha": -2863.3093,
  "charge": 0,
  "lumo_ev": 0.274,
  "smiles": "FC(F)C(F)(F)COC(F)(F)C(F)F.FC(F)C(F)(F)COC(F)(F)C(F)F.O=C1CCCO1.CCCC#N.CCCC#N",
  "species": ["F", "F", "F", "F", "F", "F", "F", "F", "F", "F", "F", "F", "F", "F", "F", "F", "O", "O", "O", "O", "N", "N", "C", "C", "C", "C", "C", "C", "C", "C", "C", "C", "C", "C", "C", "C", "C", "C", "C", "C", "C", "C", "C", "C", "H", "H", "H", "H", "H", "H", "H", "H", "H", "H", "H", "H", "H", "H", "H", "H", "H", "H", "H", "H", "H", "H", "H", "H", "H", "H", "H", "H"],
  "coordinates": [[-6.99780, -2.43471, 2.48736], [0.37303, 0.44922, -1.61625], [-5.17096, -0.59138, 2.11985], [1.26023, -3.32915, 0.77817], [-7.80999, -3.81468, 7.11859], [2.21781, 2.74736, -1.72172], [2.96130, 0.99009, -0.73501], [-0.33552, 2.25963, -0.56315], [-3.47011, -1.93399, 2.84290], [-4.71323, -4.59082, 5.86443], [-0.66864, -1.96444, -0.54180], [-6.02722, -2.76203, 7.46293], [-5.64450, -3.96446, 3.06571], [-1.56209, -2.26317, 1.23544], [1.01968, -2.02212, 2.54645], [-5.64371, -5.70248, 7.40749], [-6.95444, -2.88023, 5.37207], [-3.20749, -5.19451, -3.25171], [0.51984, 0.63785, 0.66349], [-1.71323, -3.85984, -4.31667], [4.68843, 6.39200, -2.67110], [4.46869, 3.28399, -5.82230], [6.17425, 3.47233, -3.80579], [2.01368, 1.95513, -0.69689], [5.69187, 2.93399, -2.44305], [-5.77644, -2.59807, 3.09351], [-5.88158, -2.23440, 4.62114], [3.85775, 6.89350, -1.98803], [-6.61856, -3.62220, 6.61769], [2.49510, 6.87173, 0.15719], [-5.87576, -4.95122, 6.35528], [-4.72458, -1.85563, 2.24548], [5.65103, 1.34606, -2.44165], [2.13228, 5.39468, 0.12196], [-0.62116, -5.39116, -2.94942], [0.84973, -2.12257, 1.24464], [-0.62677, -0.11664, 0.93383], [0.26372, -4.22973, -3.31530], [-0.51981, -1.66623, 0.71491], [-0.44712, -3.50972, -4.51303], [0.59372, 1.31979, -0.59108], [5.21148, 3.38120, -4.93186], [2.80986, 7.55247, -1.19431], [-2.00098, -4.90613, -3.50028], [6.40499, 3.33486, -1.72272], [1.81790, 7.56639, 0.65414], [5.50651, 1.05233, -1.40196], [2.92122, 4.74029, -0.24875], [-0.37269, -2.42283, -4.47807], [6.23202, 4.54493, -3.62063], [-4.92392, -2.41173, 5.11057], [1.61557, -1.40725, 0.94481], [3.41734, 7.15564, 0.66411], [3.24378, 8.54123, -1.04545], [1.83942, 5.01671, 1.10149], [1.25283, 5.34307, -0.51992], [6.53207, 0.99824, -2.98098], [-0.11174, -3.99275, -5.43081], [-5.89290, -1.14456, 4.60640], [1.86448, 7.63495, -1.73056], [-4.58478, -2.32231, 1.27042], [0.49269, -3.69335, -2.39445], [4.80268, 0.94464, -2.99597], [2.18742, 2.59974, 0.16473], [-0.29910, -6.30284, -3.45263], [-6.17081, -5.69434, 5.61445], [-0.63708, -5.60817, -1.88136], [-0.96302, -0.00828, 1.96500], [1.21144, -4.51519, -3.77185], [-1.45908, 0.33839, 0.39687], [7.12460, 3.03287, -4.10878], [4.70639, 3.31002, -2.16821]],
  "forces_ev_per_a": [[0.5, 0.8, 0.1], [-0.1, 0.8, 0.5], [0.7, 0.2, 0.2], [-0.8, -0.3, 0.3], [-1.1, -1.0, 0.4], [-0.6, 0.5, -1.9], [-0.3, -0.3, 0.1], [-0.5, 0.6, -0.8], [-1.5, 0.7, 0.1], [2.9, 1.2, -0.6], [1.1, -0.4, -3.3], [1.1, -0.6, -0.3], [1.1, 0.2, -0.5], [-1.3, -0.7, 2.3], [-1.1, -0.8, 2.3], [-0.1, -0.2, 2.4], [1.7, -0.6, 0.2], [5.1, 0.7, -0.9], [1.5, 0.6, -1.2], [-5.5, -0.8, 0.0], [-2.9, 1.8, 2.6], [1.1, 0.2, 1.4], [-1.3, 0.9, 0.2], [0.3, -0.2, 1.9], [-0.1, -1.8, -0.9], [-1.9, -1.9, 1.9], [0.9, 0.4, -0.1], [2.4, -2.1, -2.7], [-1.5, 2.2, -2.3], [1.9, 1.4, 0.1], [-0.1, -0.7, -1.4], [0.5, -1.2, 0.4], [-0.3, 1.8, 0.0], [-0.5, 0.7, 0.1], [-1.0, -0.3, -0.5], [2.1, 1.0, -1.9], [-1.5, -0.3, 0.1], [1.7, 0.3, -0.7], [0.9, 2.0, 0.7], [2.7, -0.6, 1.7], [0.5, -1.9, 1.3], [-0.8, -0.7, -0.8], [-0.2, -0.4, -0.2], [-3.3, -0.1, 1.2], [0.0, -0.3, 0.2], [-0.7, -0.6, 0.0], [0.6, -0.5, -0.2], [0.1, 0.3, -0.2], [0.3, -0.1, -0.4], [0.6, 0.2, -0.4], [0.1, -0.4, -0.3], [-0.3, 0.1, -1.3], [0.2, -1.0, 0.8], [-0.5, 0.2, 0.3], [0.0, 0.2, 0.1], [0.0, -0.5, -0.1], [0.2, -0.4, 0.7], [0.4, 0.6, -0.3], [-1.1, 0.2, 0.5], [0.3, 0.1, -0.6], [-0.3, 0.1, -0.1], [-0.2, 0.7, -0.4], [-0.2, 0.3, -0.1], [-0.2, -0.4, 0.6], [-0.3, -0.1, -0.1], [-1.8, 0.8, -0.3], [-0.3, 0.1, -0.1], [0.7, 0.2, 0.3], [0.3, -0.4, 0.6], [-0.2, -0.7, -0.5], [0.0, 0.2, 0.1], [0.1, 0.2, -0.2]]
}


2.
{
  "formula": "C19H26N3O6",
  "method": "ωB97M-V/def2-TZVPD",
  "e_homo_ev": -3.87,
  "total_energy_ha": -1355.3487,
  "charge": -1,
  "lumo_ev": 2.927,
  "smiles": "CCOC(=O)[C@H](/N=C/c1ccccc1)N(/N=C(\\[O-])OC(C)C)C(=O)OC(C)C",
  "species": ["O", "O", "O", "O", "O", "O", "N", "N", "N", "C", "C", "C", "C", "C", "C", "C", "C", "C", "C", "C", "C", "C", "C", "C", "C", "C", "C", "C", "H", "H", "H", "H", "H", "H", "H", "H", "H", "H", "H", "H", "H", "H", "H", "H", "H", "H", "H", "H", "H", "H", "H", "H", "H", "H"],
  "coordinates": [[-1.06412, -0.30987, -2.82288], [-2.23510, 0.02706, 0.41438], [-2.71380, 2.16069, -0.30933], [3.06740, 0.12449, -1.23323], [0.88860, -1.32813, -2.31553], [2.41317, -1.75096, -0.12721], [0.72870, -0.30452, 1.30754], [-0.73207, 1.35761, -0.80264], [0.07966, 0.29664, -0.88608], [1.12626, 0.28524, 0.05359], [0.17482, 0.36388, 2.23169], [0.94697, -0.94071, -4.75139], [0.12375, -2.01404, 5.14710], [-4.98089, 2.87665, -0.08865], [-3.38394, 3.19810, 1.80181], [-1.17045, 0.35634, 4.36300], [-0.79284, -1.38888, 6.00985], [4.12819, -0.72300, -1.73285], [4.88088, 0.14343, -2.69788], [0.37490, -1.46425, 3.88907], [1.73674, -3.07501, -3.70378], [2.25221, -0.59061, -0.42996], [0.74719, -1.93521, -3.64232], [-3.80301, 2.30055, 0.66406], [-0.21800, -0.24595, 3.51318], [-1.90875, 1.05736, -0.16972], [-0.10179, -0.44430, -2.08298], [-1.45333, -0.21607, 5.60100], [-5.35418, 2.16508, -0.83058], [0.14065, -0.20226, -4.71881], [-2.17501, 0.26599, 6.26250], [-0.99236, -1.80771, 6.99451], [1.92468, -0.44284, -4.65624], [0.66245, -2.91433, 5.44988], [4.75947, -1.05822, -0.89751], [3.65614, -1.59506, -2.20454], [-2.67096, 2.70617, 2.47339], [4.20938, 0.55753, -3.46350], [1.06399, -1.93608, 3.18006], [0.91240, -1.46548, -5.71438], [5.66510, -0.44464, -3.18196], [-4.25473, 3.49858, 2.39369], [1.50566, 1.31310, 0.17795], [-5.79786, 3.10419, 0.59978], [-1.66160, 1.27593, 4.03175], [-0.27812, -2.32667, -3.69461], [1.57820, -3.65040, -4.62414], [-0.09096, 1.43466, 2.13776], [-4.69990, 3.80507, -0.60058], [-4.05046, 1.29549, 1.03661], [5.37413, 0.96637, -2.16891], [1.60893, -3.76514, -2.86108], [2.77121, -2.70390, -3.72305], [-2.91758, 4.10803, 1.40217]],
  "forces_ev_per_a": [[0.8, 0.0, 0.8], [-0.6, 0.2, 0.2], [-1.5, 0.4, 1.3], [0.5, -1.2, 0.4], [-0.1, -0.3, -1.4], [0.5, 1.0, -0.2], [-0.5, 0.0, 1.5], [-2.9, 2.1, 1.3], [-0.2, -2.4, -3.0], [0.6, -0.5, 0.5], [-0.1, 0.6, -1.1], [0.1, 0.4, -0.3], [-0.3, 0.4, -0.1], [-0.2, 0.1, -0.2], [0.3, 0.3, 0.2], [0.7, -0.2, -0.4], [0.1, 0.2, -0.5], [-0.3, 0.5, -0.2], [0.5, 0.1, -0.3], [0.0, 0.3, 0.2], [0.2, -0.3, 0.0], [0.2, -0.7, 0.4], [-0.2, -0.5, 0.7], [0.6, -0.7, -0.9], [-0.3, -0.7, 0.5], [2.3, 0.2, -1.0], [-0.5, 1.1, 1.8], [0.2, -0.3, 0.1], [0.1, 0.1, 0.0], [0.3, -0.1, -0.1], [0.2, -0.2, -0.2], [0.0, 0.1, -0.2], [-0.2, -0.1, 0.0], [-0.3, 0.2, 0.0], [-0.2, 0.0, -0.2], [0.3, 0.2, 0.2], [0.0, 0.1, -0.2], [0.2, -0.1, 0.2], [-0.2, 0.2, 0.3], [0.0, 0.1, 0.1], [0.0, 0.1, -0.1], [0.1, -0.1, 0.0], [-0.2, -0.1, -0.1], [0.0, 0.0, 0.0], [0.1, -0.3, 0.2], [0.3, 0.1, 0.0], [0.0, 0.1, 0.1], [0.2, -0.2, -0.2], [0.0, -0.2, 0.1], [0.1, 0.2, -0.1], [-0.2, 0.0, -0.1], [0.1, 0.3, -0.1], [-0.2, -0.1, 0.1], [0.0, -0.2, 0.1]]
}


3.
{
  "formula": "C28H36FeN4O2S",
  "method": "ωB97M-V/def2-TZVPD",
  "e_homo_ev": [-14.38, -14.38],
  "total_energy_ha": -3119.5420,
  "charge": 2,
  "lumo_ev": [-5.628, -5.647],
  "de_lowest_ev": 0.797,
  "species": ["Fe", "S", "O", "O", "N", "N", "N", "N", "C", "C", "C", "C", "C", "C", "C", "C", "C", "C", "C", "C", "C", "C", "C", "C", "C", "C", "C", "C", "C", "C", "C", "C", "C", "C", "C", "C", "H", "H", "H", "H", "H", "H", "H", "H", "H", "H", "H", "H", "H", "H", "H", "H", "H", "H", "H", "H", "H", "H", "H", "H", "H", "H", "H", "H", "H", "H", "H", "H", "H", "H", "H", "H"],
  "coordinates": [[-1.15923, 1.84567, 0.86047], [0.69964, 1.48370, -0.46790], [-1.63072, 3.25790, -0.37800], [-0.04548, -2.68586, -2.87602], [-2.19434, 0.29607, 0.10850], [0.55034, -0.79276, -1.79429], [-2.78536, 2.49755, -2.12071], [1.80163, -0.85667, 0.17294], [-1.77741, -0.93303, 0.45300], [-1.81999, 3.27166, -1.60818], [-4.02390, 1.21760, 2.63719], [-2.23993, -2.09722, -0.12279], [3.28479, -1.36371, -2.59738], [1.92484, -2.29195, 0.43918], [-1.55546, 0.78603, 2.97179], [0.87117, 0.24776, 3.37496], [3.36713, -2.65832, 0.75521], [-2.60480, 1.69059, 2.67776], [0.05354, 2.55333, 2.76490], [2.30442, -2.35668, -2.62032], [2.64727, -3.69144, -2.84224], [-3.61295, -0.75216, -1.50887], [-0.23418, 1.19034, 3.01708], [-2.27412, 3.01856, 2.45138], [-3.12098, 0.37570, -0.86489], [-3.66558, 1.73659, -1.23435], [3.47506, -4.08053, 1.28004], [3.97558, -4.03062, -3.01917], [1.03417, -0.21260, -0.68406], [-0.60038, 4.91099, 2.27947], [0.87609, -2.03661, -2.46185], [4.61088, -1.71168, -2.79401], [-3.16817, -2.00987, -1.14598], [-0.93504, 3.47276, 2.51649], [4.95169, -3.04246, -2.99574], [-1.01288, 4.13601, -2.51529], [-0.62178, 5.45176, 3.22642], [-2.96244, 2.51830, -3.11377], [-0.54347, 4.92501, -1.93493], [-4.09601, 0.21344, 2.22360], [4.25257, -5.05932, -3.19074], [-1.02308, -0.97904, 1.22519], [-1.32047, 5.37584, 1.61125], [-1.61308, 4.56554, -3.31397], [3.01742, -0.32548, -2.46263], [3.77147, -1.95027, 1.48404], [5.98764, -3.31143, -3.14894], [-4.42466, 1.18607, 3.65092], [2.94789, -4.20090, 2.22649], [-3.05089, 3.72471, 2.19251], [0.56771, -0.79323, 3.28274], [1.16621, 0.41429, 4.41191], [-0.22906, 3.51690, -2.95628], [-4.65241, 1.88927, 2.05780], [-1.80019, -0.25157, 3.15695], [3.95818, -2.53750, -0.15660], [4.51447, -4.35345, 1.44519], [-4.63162, 1.62782, -1.72468], [1.87109, -4.44199, -2.88072], [1.58765, -2.85057, -0.43009], [3.05942, -4.79616, 0.57132], [5.37429, -0.94833, -2.80209], [-0.21224, -0.29508, -2.23575], [2.22147, -0.25215, 0.86775], [1.08497, 2.87968, 2.75342], [-1.86138, -3.05061, 0.21413], [1.75713, 0.43180, 2.76890], [-3.81616, 2.33565, -0.33211], [0.39436, 5.01722, 1.85436], [-4.35932, -0.63368, -2.28004], [-3.53827, -2.89297, -1.64223], [1.25523, -2.53419, 1.27238]],
  "forces_ev_per_a": [[-0.4, -0.9, 1.7], [0.3, 0.0, -0.1], [0.4, 0.5, 0.0], [0.1, 0.1, 0.0], [0.1, -0.2, -0.8], [-0.1, 0.1, 0.1], [0.2, 0.1, 0.1], [-0.2, 0.3, 0.2], [0.1, -0.1, 0.0], [-0.5, -0.2, -0.3], [0.0, 0.0, 0.0], [0.0, 0.0, 0.0], [0.0, -0.2, -0.1], [0.1, -0.2, -0.1], [0.1, 0.0, 0.1], [0.0, 0.0, 0.0], [0.0, 0.0, -0.1], [0.0, 0.1, 0.0], [0.5, -0.2, -0.2], [0.0, 0.0, -0.1], [0.1, 0.1, 0.0], [0.0, 0.1, 0.1], [0.0, 0.0, 0.0], [-0.1, 0.1, -0.1], [-0.2, 0.1, 0.0], [0.1, 0.2, -0.1], [0.0, 0.0, 0.0], [0.0, 0.0, 0.0], [0.1, 0.1, -0.3], [-0.1, 0.1, 0.0], [-0.1, -0.2, 0.0], [-0.1, 0.0, 0.0], [0.0, 0.1, 0.1], [-0.3, 0.5, -0.2], [0.1, 0.0, 0.0], [-0.1, 0.0, 0.0], [0.0, 0.0, 0.0], [0.0, 0.0, 0.0], [0.0, 0.0, 0.0], [0.0, -0.1, 0.0], [0.0, -0.1, 0.0], [0.1, 0.0, 0.0], [0.0, 0.0, 0.0], [0.0, 0.0, 0.0], [0.0, 0.1, 0.0], [0.0, 0.0, 0.1], [0.0, 0.0, 0.0], [0.0, 0.0, 0.0], [0.0, 0.0, 0.0], [-0.1, 0.0, 0.0], [0.0, 0.0, 0.0], [0.0, 0.0, 0.0], [0.0, 0.0, 0.0], [0.0, 0.0, 0.0], [0.0, 0.0, 0.0], [0.0, 0.0, 0.0], [0.0, 0.0, 0.0], [0.1, 0.0, 0.0], [-0.1, 0.0, 0.0], [0.0, 0.0, 0.2], [0.0, 0.0, -0.1], [0.0, 0.0, 0.0], [0.0, 0.0, 0.1], [-0.1, -0.1, -0.1], [0.1, 0.0, 0.0], [0.0, 0.0, 0.0], [0.0, 0.0, 0.0], [0.0, -0.1, -0.1], [0.1, 0.0, 0.0], [0.0, 0.0, -0.1], [0.0, -0.1, 0.0], [0.1, 0.0, 0.1]]
}